# 1
Here is a cluster of 13 separate species, H26O13 in total from the Open Molecules 2025 dataset. Energies are from ωB97M-V/def2-TZVPD.

Output
Relative energy (zero: lowest compared OMol25 entry of this formula, charge and spin) = 158.4 kJ/mol
E_LUMO = -0.279 eV
Total charge = 0
HOMO energy = -10.40 eV
Molecular weight = 234.2 g/mol
Maximum force = 0.863 eV/A
Orbital gap = 10.12 eV
E_tot = -27040.30512 eV

Element x y z (Å)
1 O -1.7404 0.9840 -2.0269
2 O -2.0956 -0.8862 0.0215
3 O 1.0754 -0.6522 3.1598
4 O 1.8670 2.1802 1.4986
5 O 0.4253 0.0630 0.3686
6 O 0.7536 2.2934 -1.9119
7 O 2.9675 -0.6876 -0.1601
8 O 0.0590 -3.1258 -0.1676
9 O -4.0815 0.2551 1.7715
10 O 3.5506 1.1568 -2.2844
11 O 1.0147 -0.7978 -2.2637
12 O -1.7063 2.1214 1.3063
13 O -2.3776 -2.5900 2.5771
14 H -2.2458 -1.8168 2.0155
15 H -1.0286 0.4326 -2.3832
16 H -0.4322 -0.3987 0.4303
17 H 1.0939 -0.6216 -3.2085
18 H 0.8811 -0.1531 2.3489
19 H 2.4843 -1.1708 0.5260
20 H -2.7965 -1.4657 -0.3101
21 H 3.3338 0.5895 -1.5233
22 H -0.5709 -3.8222 -0.3800
23 H -3.2908 0.0996 1.2407
24 H 1.8462 -1.2303 -2.0167
25 H -1.4209 1.8800 -2.1489
26 H -2.3631 2.8226 1.2264
27 H 1.3769 -1.5146 2.8560
28 H 3.9021 -0.8448 0.0344
29 H 1.9243 1.2978 1.1137
30 H 0.7099 -0.0665 -0.5587
31 H 1.6470 2.0371 -2.1899
32 H -1.9568 -0.2362 -0.7089
33 H -3.7462 0.4885 2.6435
34 H 0.9262 2.3941 1.4560
35 H 0.4443 2.8721 -2.6203
36 H -1.5630 1.8125 0.4018
37 H -2.3792 -3.3371 1.9708
38 H -0.4523 -2.3004 -0.2060
39 H 3.9644 1.9381 -1.8979

Cartesian forces (eV/Å) of the 3 atoms listed first:
-0.3 -0.7 -0.2
-0.2 -0.1 -0.8
0.1 0.1 -0.2

# 2
Here is a cluster of 13 separate species, H26O13 in total from the Open Molecules 2025 dataset. Energies are from ωB97M-V/def2-TZVPD.

Output
Relative energy (zero: lowest compared OMol25 entry of this formula, charge and spin) = 118.2 kJ/mol
E_LUMO = -0.360 eV
Total charge = 0
HOMO energy = -10.64 eV
Molecular weight = 234.2 g/mol
Maximum force = 0.534 eV/A
Orbital gap = 10.28 eV
E_tot = -27040.72173 eV

Element x y z (Å)
1 O 2.5364 -1.7790 -0.2215
2 O -0.2194 -0.3889 -0.0198
3 O 0.5001 -3.2339 0.9980
4 O 0.4014 2.3968 -1.9135
5 O -0.0169 -1.2621 -3.7903
6 O -4.0961 0.5188 0.1419
7 O 0.5030 2.4061 1.5491
8 O -1.8793 2.0702 -0.3097
9 O -2.1855 -0.5024 2.4441
10 O 2.1776 -0.0636 -2.3915
11 O -2.1271 -2.7690 0.0124
12 O 1.7137 -0.2558 2.6966
13 O 3.2876 1.1972 0.2386
14 H -1.0378 2.2569 -0.7744
15 H 1.0939 3.0106 -1.6402
16 H 2.4559 -1.0993 0.4568
17 H 3.0871 0.1829 -2.5910
18 H -2.8898 -2.7616 0.6032
19 H -2.2649 -3.5284 -0.5679
20 H 1.2550 2.5552 2.1358
21 H 2.3528 1.2713 -0.0016
22 H -1.9896 2.7961 0.3119
23 H 1.7887 -2.3820 -0.0459
24 H -3.3452 0.9630 -0.3028
25 H -1.0439 -0.8506 -0.2322
26 H 1.0147 -0.3659 2.0282
27 H 0.8464 1.7846 -2.5252
28 H -2.8274 -0.6711 1.7394
29 H 2.2405 -0.5413 -1.5284
30 H -0.2914 0.4580 -0.4700
31 H 0.6512 -0.8580 -4.3497
32 H 0.3449 -3.2891 1.9466
33 H 3.2826 1.0801 1.1989
34 H -1.8591 0.3847 2.2588
35 H 1.4200 0.4893 3.2305
36 H -4.6953 1.2329 0.3794
37 H 0.1317 -0.8572 -2.9306
38 H -0.0109 3.2198 1.6000
39 H -0.3057 -2.8155 0.6364

Cartesian forces (eV/Å) of the 3 atoms listed first:
-0.1 0.1 -0.3
0.1 -0.2 -0.2
-0.4 0.1 -0.2

# 3
Here is a cluster of 13 separate species, H26O13 in total from the Open Molecules 2025 dataset. Energies are from ωB97M-V/def2-TZVPD.

Output
Relative energy (zero: lowest compared OMol25 entry of this formula, charge and spin) = 298.1 kJ/mol
E_LUMO = -0.323 eV
Total charge = 0
HOMO energy = -10.68 eV
Molecular weight = 234.2 g/mol
Maximum force = 2.484 eV/A
Orbital gap = 10.36 eV
E_tot = -27038.85744 eV

Element x y z (Å)
1 O 3.6858 0.1481 -1.5332
2 O 2.7131 2.6005 -0.1814
3 O -2.4158 -1.1092 -2.4683
4 O -0.6601 -0.2025 3.8153
5 O 0.8559 1.8272 -2.1990
6 O -0.5217 0.7170 0.0206
7 O 0.3220 -3.1126 0.1968
8 O -3.3947 0.1976 0.9772
9 O 0.3776 -1.9717 -2.5212
10 O -2.4603 -2.4056 1.5056
11 O -2.3663 2.0672 -1.5278
12 O 1.8568 -0.7700 0.7100
13 O 1.5323 1.8734 3.2602
14 H 1.1700 1.3899 2.5019
15 H -0.9770 0.5454 3.3102
16 H 0.3913 0.5040 -0.1855
17 H 1.6031 2.2103 -1.7383
18 H 0.2088 -0.0658 4.1940
19 H 0.7221 2.1186 -3.0716
20 H 1.5488 2.7241 2.8176
21 H -0.0854 -1.3718 -1.9344
22 H -2.1120 -0.9699 -3.3695
23 H -1.5031 2.1424 -1.1110
24 H -1.9746 -1.9097 -2.1881
25 H 1.1256 -1.3704 0.9219
26 H 1.2344 -3.3721 0.0919
27 H 1.3139 -1.7872 -2.4173
28 H -2.7474 0.6152 0.3905
29 H -1.7430 -2.2513 2.1291
30 H -3.1614 2.2810 -1.0452
31 H -0.6333 1.4766 0.5882
32 H 2.8020 0.4737 -1.7040
33 H -3.1157 -1.9248 1.9798
34 H 2.5084 -1.2704 0.2157
35 H 2.3793 1.7753 0.1568
36 H -0.2768 -3.4915 -0.4451
37 H 3.6318 2.7698 -0.0120
38 H -3.1547 -0.7024 0.7988
39 H 3.8579 -0.0022 -0.6082

Cartesian forces (eV/Å) of the 3 atoms listed first:
0.8 -0.5 -0.9
-1.3 1.0 -0.7
-0.2 0.2 0.1